{
  "formula": "C16H19BN6Sr",
  "method": "ωB97M-V/def2-TZVPD",
  "species": ["C", "N", "N", "C", "C", "B", "N", "N", "C", "C", "C", "Sr", "N", "N", "C", "C", "C", "H", "H", "H", "H", "H", "H", "H", "H", "H", "H", "H", "C", "H", "H", "H", "C", "C", "C", "C", "C", "C", "H", "H", "H", "H", "H"],
  "xyz": [[2.830, -0.089, -0.284], [1.536, -0.101, -0.670], [1.527, -0.281, -2.047], [2.794, -0.466, -2.471], [3.663, -0.356, -1.386], [0.181, -0.216, -2.859], [-0.864, -1.368, -2.610], [-1.540, -1.486, -1.401], [-2.438, -2.486, -1.546], [-2.296, -3.074, -2.816], [-1.299, -2.333, -3.447], [-0.539, -0.503, 0.702], [-0.520, 1.128, -2.498], [-0.935, 1.343, -1.206], [-1.491, 2.565, -1.173], [-1.447, 3.147, -2.453], [-0.822, 2.200, -3.260], [-1.905, 3.009, -0.272], [-0.582, 2.230, -4.310], [-1.815, 4.103, -2.738], [0.465, -0.221, -4.030], [-0.881, -2.454, -4.428], [3.015, -0.675, -3.501], [-2.822, -3.918, -3.193], [4.718, -0.470, -1.367], [-3.126, -2.811, -0.770], [3.158, 0.066, 0.740], [-2.499, -1.012, 1.810], [-2.435, -1.853, 2.527], [-3.245, -2.525, 2.220], [-1.489, -2.426, 2.559], [-2.633, -1.422, 3.516], [1.725, 1.604, 4.846], [0.801, 0.548, 4.966], [0.224, 0.000, 3.789], [0.624, 0.590, 2.617], [1.504, 1.600, 2.417], [2.093, 2.141, 3.590], [2.165, 2.018, 5.742], [0.517, 0.149, 5.942], [-0.492, -0.829, 3.830], [1.757, 1.982, 1.410], [2.816, 2.953, 3.511]],
  "e_tot_ha": -1004.610937,
  "charge": 2,
  "lumo_energy_ev": [-7.7, -10.7],
  "de_lowest_ev": 0.000,
  "spin_multiplicity": 1,
  "orbital_gap_ev": [7.3, 4.2]
}

---

{
  "formula": "C16H19ClN2O4S",
  "method": "ωB97M-V/def2-TZVPD",
  "species": ["C", "C", "H", "H", "O", "C", "C", "C", "C", "C", "C", "O", "C", "H", "H", "H", "H", "C", "N", "C", "C", "C", "C", "C", "C", "H", "H", "S", "O", "O", "N", "H", "H", "H", "H", "H", "H", "H", "H", "Cl", "H", "H", "H"],
  "xyz": [[-2.051, -2.902, -0.674], [-2.937, -2.755, 0.387], [-2.394, -2.695, 1.318], [-3.778, -3.580, 0.348], [-3.851, -1.737, 0.152], [-3.242, -0.467, 0.195], [-2.458, 0.015, 1.315], [-1.642, 1.313, 0.850], [-1.735, 1.997, -0.330], [-2.501, 1.467, -1.225], [-3.368, 0.561, -1.027], [-4.208, 0.162, -2.204], [-5.140, -1.047, -2.101], [-5.775, -0.593, -2.818], [-4.813, -1.912, -2.144], [-5.805, -0.743, -0.946], [-2.598, 1.871, -2.104], [-0.870, 3.149, -0.392], [0.541, 3.285, 0.148], [1.321, 2.219, 0.180], [1.210, 1.219, -1.055], [2.106, 0.344, -0.943], [3.284, 0.321, -0.166], [3.344, 1.185, 0.970], [2.443, 2.281, 0.697], [2.610, 2.864, 1.721], [4.269, 0.895, 1.453], [4.532, -0.918, -0.404], [5.650, -0.706, 0.345], [4.541, -1.628, -1.643], [3.825, -2.167, 0.563], [3.602, -3.144, -0.037], [4.429, -2.428, 1.432], [2.152, -0.613, -1.909], [0.393, 1.181, -1.646], [0.534, 3.892, 1.116], [-0.632, 3.320, -1.721], [-1.376, 4.110, 0.131], [-1.009, 1.681, 1.793], [-2.396, -0.516, 2.782], [-1.524, -3.941, -0.515], [-2.750, -2.782, -1.480], [-1.448, -2.158, -0.696]],
  "e_tot_ha": -1889.371039,
  "lumo_energy_ev": 0.0,
  "de_lowest_ev": 15.335,
  "spin_multiplicity": 1,
  "orbital_gap_ev": 8.4
}

---

{
  "formula": "C16H19ClN4O3S",
  "method": "ωB97M-V/def2-TZVPD",
  "species": ["C", "H", "H", "C", "N", "C", "O", "C", "H", "H", "C", "N", "C", "S", "N", "C", "O", "C", "C", "H", "H", "H", "H", "H", "N", "C", "O", "C", "C", "C", "C", "C", "C", "H", "H", "Cl", "H", "H", "H", "H", "H", "H", "H", "H"],
  "xyz": [[2.108, 2.487, -2.784], [1.695, 3.304, -3.369], [2.616, 1.800, -3.458], [0.992, 1.773, -2.032], [1.504, 0.687, -1.224], [1.439, 0.676, 0.121], [0.881, 1.538, 0.771], [2.082, -0.543, 0.769], [2.246, -1.336, 0.040], [3.040, -0.250, 1.205], [1.195, -1.064, 1.911], [-0.224, -0.920, 1.680], [-0.784, -0.045, 2.551], [-2.336, 0.470, 2.460], [0.152, 0.278, 3.500], [1.380, -0.238, 3.187], [2.398, -0.085, 3.807], [-0.081, 1.224, 4.570], [0.104, 2.654, 4.080], [-0.074, 3.349, 4.896], [1.115, 2.792, 3.707], [-0.593, 2.866, 3.274], [0.635, 0.990, 5.362], [-1.100, 1.069, 4.933], [-0.852, -1.111, 0.463], [-0.494, -2.009, -0.483], [0.455, -2.764, -0.370], [-1.350, -1.957, -1.701], [-2.005, -0.801, -2.119], [-2.758, -0.808, -3.278], [-2.860, -1.975, -4.023], [-2.202, -3.130, -3.627], [-1.445, -3.112, -2.472], [-0.916, -3.995, -2.147], [-2.282, -4.028, -4.219], [-3.805, -1.981, -5.466], [-3.264, 0.086, -3.607], [-1.915, 0.120, -1.562], [-1.720, -0.574, 0.430], [1.443, -2.115, 2.099], [1.999, -0.048, -1.706], [0.256, 1.374, -2.739], [0.493, 2.460, -1.345], [2.835, 2.893, -2.085]],
  "e_tot_ha": -1924.291983,
  "lumo_energy_ev": 0.2,
  "smiles": "CCNC(=O)C[C@H]1C(=O)N(CC)C(=S)N1NC(=O)c1ccc(Cl)cc1",
  "de_lowest_ev": 0.000,
  "spin_multiplicity": 1,
  "orbital_gap_ev": 8.9
}

---

{
  "formula": "C16H19ClNd",
  "method": "ωB97M-V/def2-TZVPD",
  "species": ["C", "C", "C", "H", "C", "C", "H", "H", "H", "H", "Nd", "Cl", "C", "C", "C", "H", "C", "C", "H", "H", "H", "H", "C", "C", "C", "C", "C", "C", "H", "H", "H", "H", "H", "H", "H", "H", "H"],
  "xyz": [[-2.038, 0.705, 0.106], [-1.876, 1.869, -0.695], [-1.145, 2.818, 0.074], [-2.217, 2.067, -1.723], [-0.899, 2.267, 1.355], [-1.443, 0.942, 1.383], [-1.590, 0.289, 2.237], [-2.530, -0.228, -0.213], [-0.892, 3.809, -0.282], [-0.358, 2.793, 2.145], [0.604, 0.875, -0.535], [-0.204, 0.330, -2.858], [2.056, 3.159, -3.139], [2.271, 4.068, -2.060], [1.129, 4.918, -1.970], [3.162, 4.133, -1.441], [0.208, 4.532, -2.988], [0.784, 3.448, -3.712], [0.335, 2.931, -4.554], [2.746, 2.397, -3.492], [0.996, 5.740, -1.273], [-0.752, 4.998, -3.192], [-1.245, -4.324, 1.292], [0.115, -3.716, 1.672], [0.269, -3.490, 3.183], [1.184, -4.740, 1.288], [0.291, -2.444, 0.983], [0.461, -1.355, 0.442], [-1.395, -5.297, 1.786], [-1.344, -4.454, 0.203], [-2.048, -3.678, 1.627], [0.123, -4.466, 3.665], [1.275, -3.143, 3.468], [-0.451, -2.798, 3.632], [1.215, -4.866, 0.206], [2.149, -4.361, 1.616], [1.054, -5.727, 1.762]],
  "s_squared": 3.754,
  "e_tot_ha": -1642.687038,
  "charge": -1,
  "lumo_energy_ev": [2.2, 2.2],
  "de_lowest_ev": 0.000,
  "spin_multiplicity": 4,
  "orbital_gap_ev": [5.5, 5.5]
}

---

{
  "formula": "C16H19F3N4O3",
  "method": "ωB97M-V/def2-TZVPD",
  "species": ["O", "O", "F", "F", "F", "N", "O", "C", "C", "C", "C", "C", "C", "C", "C", "C", "C", "C", "N", "N", "N", "C", "C", "C", "C", "C", "H", "H", "H", "H", "H", "H", "H", "H", "H", "H", "H", "H", "H", "H", "H", "H", "H", "H", "H"],
  "xyz": [[-0.073, 4.082, -4.328], [1.676, 0.308, -2.185], [-2.490, -6.830, 4.344], [-3.018, -5.341, 5.897], [-4.612, -6.276, 4.664], [-3.766, -3.316, 1.921], [-2.390, 0.972, -0.486], [0.972, 3.983, -3.707], [2.620, 1.061, -1.979], [-2.562, -2.978, 2.333], [-2.165, -3.845, 3.431], [-3.201, -4.713, 3.641], [0.331, -0.691, 1.440], [-0.302, 0.227, 0.598], [-0.398, -1.735, 2.014], [-2.385, -0.940, 0.900], [-1.675, 0.114, 0.318], [-1.771, -1.877, 1.750], [-4.155, -4.364, 2.700], [3.718, 0.602, -1.374], [1.365, 2.808, -3.223], [-1.660, 1.924, -1.272], [1.830, 5.209, -3.470], [-3.332, -5.815, 4.663], [4.943, 1.350, -1.089], [2.555, 2.531, -2.416], [-1.233, -3.800, 3.985], [1.393, -0.595, 1.644], [0.292, 1.021, 0.164], [0.119, -2.443, 2.655], [-3.444, -1.026, 0.676], [-5.062, -4.829, 2.612], [3.686, -0.375, -1.122], [0.758, 2.022, -3.417], [-2.344, 2.447, -1.947], [-0.901, 1.423, -1.880], [-1.177, 2.669, -0.632], [2.815, 5.054, -3.904], [1.912, 5.392, -2.401], [1.355, 6.065, -3.948], [5.659, 0.702, -0.581], [5.394, 1.702, -2.019], [4.726, 2.205, -0.444], [2.551, 3.156, -1.523], [3.444, 2.759, -3.004]],
  "e_tot_ha": -1365.459647,
  "lumo_energy_ev": 0.3,
  "smiles": "COc1cccc(-c2cc(C(F)(F)F)[nH]n2)c1.CNC(=O)CNC(C)=O",
  "spin_multiplicity": 1,
  "orbital_gap_ev": 8.6
}

---

Max |F| / eV/Å: 3.5, 15.2, 0.8, 1.2, 2.3